{
  "formula": "C3H8N4O",
  "method": "ωB97M-V with the def2-TZVPD basis set",
  "elements": ["H", "N", "C", "H", "H", "O", "C", "H", "H", "N", "H", "H", "H", "N", "C", "N"],
  "positions_angstrom": [[-2.8463, 1.2307, -0.3247], [0.2628, 0.0607, -0.3768], [-1.8544, -0.9735, -0.3358], [2.9364, -0.0463, -1.3891], [-1.0205, 2.2351, -0.1969], [-3.0790, -0.9914, -0.1099], [-1.7438, 1.3599, 0.2631], [0.4644, -1.3595, 1.0023], [2.2392, 1.1989, -0.4117], [-1.1377, 0.1281, -0.0562], [2.8282, -1.2732, 1.0313], [-1.2688, -1.7540, -0.8455], [-1.8239, 1.4170, 1.4744], [2.2575, -0.7527, 0.3089], [0.9296, -0.7497, 0.3591], [2.8563, 0.2697, -0.3925]],
  "atomic_forces_ev_per_a": [[2.8, 1.0, 2.1], [-0.7, 1.4, 0.2], [-2.6, 0.9, 0.3], [-0.2, 0.7, 1.2], [-2.1, -2.1, 1.3], [1.7, -0.7, -0.5], [-1.1, 1.8, 0.0], [-1.5, -2.4, 2.6], [1.4, -2.9, 0.3], [2.2, -2.3, -0.9], [-1.1, 1.2, -1.4], [-0.2, -0.1, 0.3], [-0.2, 0.4, -3.0], [1.1, -1.0, 1.2], [0.2, 2.1, -1.9], [0.2, 2.1, -1.8]],
  "energy_ha": -413.25274,
  "gap_ev": 9.336,
  "e_homo_ev": -8.64,
  "smiles": "CN(C=O)/N=C/NN"
}